[1]
A cluster of 23 separate species, C32H19Cl88O6P in total at a distorted geometry. Source: the Open Molecules 2025 dataset; level of theory: ωB97M-V/def2-TZVPD.

LUMO level   -0.006 Ha
E_tot   -42520.00796 Eh
Highest occupied orbital energy   -0.3184 Ha

CARTESIAN COORDINATES (ANGSTROEM)
1 Cl -6.4367 -5.2703 8.9593
2 H 1.4460 5.1384 2.5848
3 H 9.0673 5.2709 5.5656
4 Cl -9.2808 -0.9897 10.8279
5 Cl 6.8278 9.0684 -8.6642
6 Cl -3.6997 -7.8545 -6.1768
7 Cl -0.9569 -8.8016 -6.2261
8 H -0.2744 4.9549 1.9757
9 C -0.1555 -0.1801 -0.8053
10 Cl 2.2556 5.2543 5.1418
11 H 5.4847 6.1346 3.2645
12 Cl 4.5782 -2.0049 4.1571
13 C -8.8920 -5.5656 3.4345
14 Cl -7.7156 -5.2493 2.1403
15 H 6.2886 5.8469 0.6292
16 H 8.7303 3.4013 5.3821
17 Cl -0.3498 -4.5230 9.7701
18 Cl -4.9214 0.0995 7.5043
19 H 1.8584 6.4803 0.8827
20 C 1.0717 -3.4705 9.5992
21 H 2.3369 3.2465 1.1058
22 C -4.7925 -1.9604 -11.9842
23 C -0.8584 -0.4043 4.8791
24 Cl 0.1622 -1.9203 -0.6509
25 Cl 2.1071 -4.0805 8.2906
26 H 0.5114 3.5869 3.0079
27 C -6.8917 -5.3840 -9.2993
28 Cl -10.0361 -6.8171 2.9027
29 Cl 6.0817 11.8349 -8.2047
30 Cl 6.6869 -7.7200 3.2183
31 H 5.9795 7.6972 0.6516
32 Cl 3.4928 7.5333 -3.4165
33 C 1.3425 3.7560 0.8327
34 Cl 5.9515 -2.2866 1.6163
35 Cl -10.7384 -6.4734 -11.4570
36 Cl 5.3797 0.3565 2.6736
37 Cl 5.2623 -5.2092 2.9258
38 Cl -3.7718 -3.1364 -11.1282
39 Cl 1.7061 -6.6227 -10.6616
40 C 8.2597 1.8875 -0.1920
41 Cl 3.2231 -1.3075 1.6874
42 Cl -3.8127 -1.0898 -13.1839
43 Cl -1.4715 -5.3971 -1.5600
44 Cl -6.2185 -3.8632 6.4307
45 H 10.2186 4.2032 4.6012
46 Cl -2.3468 -8.5100 -3.6948
47 C 4.7835 -1.3109 2.5335
48 Cl -1.6102 0.0730 -1.7947
49 Cl 4.0694 9.9030 -9.0036
50 P 8.2221 4.6894 3.2037
51 Cl -9.0770 1.7011 3.1798
52 Cl -6.6276 -5.4986 -11.0527
53 Cl -5.2231 -4.0822 -5.9465
54 Cl -5.8840 -6.5877 -8.4675
55 Cl 0.4467 0.6257 4.2544
56 O 7.5803 9.5629 4.4153
57 Cl -12.0325 -0.8819 9.9120
58 H 4.0400 4.4506 0.5392
59 Cl 4.9217 5.0216 -3.1461
60 Cl 3.1472 -4.3567 -8.4932
61 Cl -4.8456 1.5010 10.0448
62 Cl -8.0371 -6.1217 4.8888
63 C -12.2006 -7.0819 -10.6523
64 C 2.0321 -6.2790 -12.3736
65 Cl -8.5331 -0.9252 2.0725
66 Cl 3.2956 -4.3655 -5.5951
67 H 9.5699 7.7940 3.1116
68 C -9.6942 0.0442 3.0048
69 C 8.9022 7.2666 2.3468
70 C 2.2349 5.8381 0.0156
71 C 0.6893 4.3656 2.1672
72 Cl -3.0542 -3.1364 -0.6641
73 Cl -3.9230 -5.8423 -0.0716
74 C -2.1413 -7.8305 -5.3239
75 Cl 0.5568 -6.5548 -13.3250
76 C -3.8685 0.9096 8.6833
77 Cl 1.7575 3.5491 7.4337
78 Cl 7.1696 -6.0379 0.9032
79 C -10.5995 -1.9189 10.0799
80 Cl -4.0734 -3.6891 8.3772
81 Cl -2.3625 0.5369 4.9704
82 Cl 4.6436 -7.4400 1.1770
83 Cl -3.0499 2.2799 7.9014
84 Cl 5.3987 6.7230 -5.4480
85 Cl -5.4676 -0.8019 -10.8180
86 Cl 2.5429 -4.5860 -12.5502
87 C 9.1123 4.3596 4.8554
88 Cl 1.9865 -3.4576 11.1220
89 C 7.6775 6.5094 3.1122
90 Cl -1.5617 -6.1558 -5.1982
91 Cl -9.9127 -0.6791 4.6133
92 O 6.7519 3.7635 3.1832
93 Cl -10.9953 -3.3149 11.1052
94 Cl -13.3266 -7.7187 -11.8706
95 C 6.1752 6.8733 2.7107
96 Cl -0.2860 3.8668 5.3983
97 C 2.2082 -4.5093 -6.9931
98 Cl -1.5947 -4.7400 1.2642
99 Cl -1.0915 -1.7900 3.7909
100 C -5.8345 -3.7994 8.1640
101 C 5.7187 6.6855 1.1570
102 Cl -8.6036 -5.6904 -8.9378
103 H 6.3500 3.8512 2.2833
104 Cl 3.3230 -7.3512 -12.9580
105 C 1.0203 4.6866 6.2849
106 Cl -6.2402 -3.1147 -3.4059
107 Cl 1.2335 0.6104 -1.5818
108 C 4.1725 6.1480 -4.2990
109 Cl 0.3530 6.0748 7.1706
110 C 7.0766 8.4656 4.0584
111 Cl -2.6567 -0.2439 9.2817
112 Cl -9.7778 -4.0716 3.8080
113 Cl -4.6585 -5.5447 -3.5053
114 H 8.4539 8.0058 1.5749
115 Cl 0.5414 -1.8188 9.2129
116 C -2.5114 -4.7787 -0.2584
117 Cl -0.4273 -0.9894 6.4999
118 C -4.8803 -3.9290 -4.2096
119 Cl 8.7725 1.3145 -1.7939
120 O 1.4301 4.6756 -0.2810
121 Cl -11.7572 -8.3780 -9.5205
122 C 5.9404 -6.6019 2.0564
123 Cl 1.4037 -6.0933 -6.9571
124 Cl -0.4053 0.5147 0.8094
125 Cl -10.0898 -2.4885 8.4750
126 Cl 6.8069 2.9020 -0.3631
127 H 9.5307 6.4587 1.8306
128 H 0.6380 2.9052 0.4867
129 Cl -6.1174 -2.8124 -12.8076
130 Cl 2.8764 5.3152 -5.1829
131 Cl -6.4483 -3.7579 -8.7371
132 O 4.2818 6.5295 1.1882
133 Cl -6.6095 -2.3745 8.8880
134 Cl 5.2301 9.7737 -6.3478
135 Cl 7.8891 0.4963 0.8462
136 O 7.6799 7.1938 4.4319
137 Cl 0.9843 -3.2225 -6.9264
138 C 3.8087 5.5334 0.2424
139 Cl -12.9799 -5.7575 -9.7601
140 H 2.1841 6.5154 -0.9234
141 Cl -3.3989 -2.9743 -3.9815
142 Cl 9.5629 2.8410 0.5437
143 O 5.9316 8.2040 3.2459
144 C 5.5521 10.1453 -8.0550
145 Cl -11.2541 0.0795 2.1547
146 H 4.3388 5.7067 -0.7762

[2]
A structure of composition C5H6Br2O at a distorted geometry. Source: the Open Molecules 2025 dataset; level of theory: ωB97M-V/def2-TZVPD.

LUMO level   -0.025 Ha
Relative energy (zero: lowest compared OMol25 entry of this formula, charge and spin)   11.0 kcal per mole
E_tot   -5417.26361 Eh
Highest occupied orbital energy   -0.3062 Ha

CARTESIAN COORDINATES (ANGSTROEM)
1 H -0.1699 -0.4479 3.2929
2 H 1.0317 -0.6698 0.9991
3 C -2.2228 -0.0496 0.1590
4 C -0.6658 -0.5109 2.2140
5 H -0.8880 -1.1833 -0.8253
6 H -0.0414 0.6902 -2.0814
7 O -2.0093 -0.4056 2.2123
8 H 1.1038 0.6883 -0.6303
9 C -0.7545 -0.3182 -0.2127
10 Br -2.7012 1.7065 0.0537
11 C 0.0116 0.7591 -0.9673
12 C 0.0228 -0.5404 1.0696
13 Br -3.5450 -1.3104 -0.3898
14 H -0.3668 1.7280 -0.6504

[3]
A cluster of 5 separate species, C25H61O19P4 in total at a distorted geometry. Source: the Open Molecules 2025 dataset; level of theory: ωB97M-V/def2-TZVPD.

Charge   -1
LUMO level   0.079 Ha
Relative energy (zero: lowest compared OMol25 entry of this formula, charge and spin)   93.8 kcal per mole
E_tot   -3784.47521 Eh
Highest occupied orbital energy   -0.1407 Ha

CARTESIAN COORDINATES (ANGSTROEM)
1 C 0.8116 1.1454 -2.8436
2 H -1.4454 -2.7577 -1.6992
3 C -3.4253 3.6444 3.1479
4 H -5.8360 -6.3575 -2.9978
5 O -0.9251 -0.5973 0.3713
6 C 2.0798 -0.2011 2.8026
7 H 5.1935 -0.5345 5.5501
8 H 6.7725 -1.9716 -2.7722
9 H -1.8336 -2.5185 -7.1997
10 H 0.4252 -6.2802 4.7177
11 H -1.8650 2.0434 3.5823
12 H -0.9832 3.7840 -2.0810
13 H -4.2540 -6.0640 -0.9716
14 C -2.0510 -0.3618 -0.3157
15 C -2.1364 -1.8685 -6.3788
16 C -0.9441 -4.2750 -0.3978
17 H 1.6795 -5.8332 5.8960
18 O -2.1873 -0.4203 -1.5501
19 H 4.2386 4.6878 -3.0930
20 H -1.9093 2.7465 -1.0090
21 O 1.6743 -3.1993 5.2263
22 O -2.8509 4.6664 0.5406
23 H -3.6749 3.8649 4.1858
24 H -6.8529 6.7436 2.3304
25 H -3.3377 4.7005 -1.3446
26 O 5.3908 0.0467 -3.8301
27 H -3.2079 -1.7416 -6.5330
28 C 1.1264 0.9957 3.0686
29 C 3.6086 -1.1313 6.8393
30 H 4.2180 2.5275 -4.4670
31 H -0.2888 -3.6861 0.2439
32 O -2.7831 -3.4107 -4.6533
33 H -0.9075 -2.6757 -4.7960
34 P 2.6581 -2.0748 4.5798
35 C -5.8939 6.5388 2.8062
36 H 0.0697 -3.6888 4.1659
37 C -2.7279 2.3001 2.9678
38 C -5.4134 -5.4160 -2.6472
39 C -1.1612 -3.7987 -1.8527
40 H 4.5976 0.7942 6.5746
41 P -3.4511 -3.7586 -3.2473
42 H 1.6063 -4.3335 3.5713
43 H 0.8922 1.9113 -3.6150
44 P 4.7487 0.6127 -2.5303
45 O 2.7110 -1.0042 5.7791
46 H -2.4712 2.1102 1.9256
47 O 4.9789 2.1520 -2.5120
48 C 0.8179 -5.4719 5.3346
49 O 1.6888 -1.4241 3.4187
50 H 5.9280 2.6329 -4.2522
51 O -4.3942 -5.0560 -3.5449
52 O 3.1750 0.5152 -3.0144
53 H 3.0823 -1.0168 7.7870
54 O 5.1408 -0.0958 -1.3082
55 H -4.9705 -4.4215 -0.7516
56 O -4.0951 -2.5752 -2.6760
57 H -5.6021 7.3366 3.4893
58 H -1.6728 -0.8820 -6.3901
59 H 6.7081 -2.2951 -4.5264
60 H -2.6562 4.4064 3.0218
61 C 2.1977 0.9868 -2.0708
62 H 8.2315 -1.9939 -4.0140
63 H -0.5441 3.8071 -0.4039
64 H 7.3537 0.3956 -3.2156
65 H -0.0014 1.4242 -2.1732
66 H 7.2033 0.1125 -4.9715
67 C 4.9808 2.8521 -3.7594
68 H 0.0235 -5.2320 6.0413
69 C 7.2098 -1.7299 -3.7409
70 H 5.8620 4.6452 -2.8993
71 O -3.1384 -0.2930 0.3146
72 H -6.2795 -4.7660 -2.7713
73 H -3.9008 6.5803 1.8265
74 H -5.2825 7.3812 0.9343
75 C 4.8141 -0.2734 6.5380
76 H -5.8201 5.6757 3.4679
77 H 0.3254 0.2254 -3.1679
78 H 3.9379 -2.1697 6.8023
79 C 5.1235 4.4105 -3.6658
80 H 5.6523 -0.4910 7.2000
81 H 0.3639 0.9473 2.2912
82 H 0.7623 0.8769 4.0890
83 H -3.5391 1.5816 3.0854
84 C -5.1123 -5.4204 -1.1641
85 H 1.9163 0.3593 -1.2250
86 H 2.5346 1.9705 -1.7439
87 H 1.7214 1.9032 2.9652
88 H -2.1957 5.8736 -0.9041
89 C 1.0314 -4.1035 4.4684
90 C -4.9620 6.5622 1.5782
91 O -5.2879 5.5187 0.6645
92 H 5.3727 4.8930 -4.6109
93 H -2.1668 -1.6544 -4.1346
94 H -1.9080 -4.5301 0.0425
95 H 3.0880 0.0413 3.1384
96 H -6.0939 -5.7519 -0.8255
97 C -1.3967 3.7062 -1.0754
98 O -4.8676 2.9629 -0.1223
99 O -2.2355 -4.4418 -2.4197
100 O 3.9511 -2.6662 4.2224
101 C -2.4077 4.8109 -0.7869
102 H -0.3239 -3.8636 -2.5475
103 H -0.6430 -5.3169 -0.5074
104 C -1.9417 -2.3603 -4.9340
105 O -4.5852 3.8663 2.3283
106 H -1.3324 -0.5499 1.2393
107 P -4.3808 4.1241 0.7475
108 C 6.8731 -0.2099 -3.9840
109 H 2.0037 -0.3854 1.7310

[4]
A cluster of 2 separate species, C7H11NO2 in total at a distorted geometry. Source: the Open Molecules 2025 dataset; level of theory: ωB97M-V/def2-TZVPD.

LUMO level   0.010 Ha
Relative energy (zero: lowest compared OMol25 entry of this formula, charge and spin)   95.7 kcal per mole
E_tot   -478.44427 Eh
Highest occupied orbital energy   -0.3333 Ha

CARTESIAN COORDINATES (ANGSTROEM)
1 N 1.7340 -0.1748 -0.1338
2 C -2.7695 1.2809 1.0539
3 O 1.1868 1.8918 0.4159
4 H 2.2216 1.5166 -1.3574
5 H 2.4854 -1.0119 1.6914
6 H 2.9372 -1.6029 -1.1221
7 H 1.1914 0.2341 1.7017
8 C -2.1482 1.0386 -0.2360
9 H -3.6520 0.6413 1.0538
10 H 1.2604 -1.8305 -1.1178
11 O -2.1267 1.9072 -1.0913
12 C 1.5378 -0.7019 1.1621
13 C -1.8660 -0.3197 -0.4423
14 C 1.6653 1.1675 -0.4482
15 C -1.7964 -1.4864 -0.7625
16 H 0.8894 -1.5852 1.0462
17 C 2.0179 -1.0627 -1.2343
18 H 1.9032 -0.6277 -2.2445
19 H -2.9009 2.3317 1.3945
20 H -2.0856 0.8652 1.8249
21 H -1.6850 -2.4709 -1.1542

[5]
A cluster of 9 separate species, C59H65I2N3 in total. Source: the Open Molecules 2025 dataset; level of theory: ωB97M-V/def2-TZVPD.

LUMO level   0.008 Ha
Relative energy (zero: lowest compared OMol25 entry of this formula, charge and spin)   0.0 kcal per mole
E_tot   -3046.83094 Eh
Highest occupied orbital energy   -0.3393 Ha

CARTESIAN COORDINATES (ANGSTROEM)
1 C -1.1963 -4.6767 7.8269
2 N 2.8571 3.4098 -1.7065
3 H -2.5664 -2.5072 1.7826
4 C -6.0814 -5.4892 5.8404
5 H 2.7502 0.9404 1.6635
6 H 9.9593 -2.2626 -2.9030
7 C -1.0357 -3.5195 7.0760
8 C -0.3091 3.4903 -0.5789
9 C -0.9771 -7.2904 -3.4142
10 H -0.0244 0.6773 3.0952
11 H 0.7737 0.6021 1.0209
12 H -4.9414 9.5799 0.5282
13 C -0.9287 0.0893 3.2098
14 H -1.9435 -6.6884 7.8519
15 C -1.3252 -9.6673 -3.3557
16 H -1.3623 -2.5717 5.1791
17 C -7.9431 -5.0816 7.8580
18 H 7.0646 0.5652 -4.2972
19 C -4.2693 9.4182 1.3613
20 C -1.4756 -8.4464 -3.9985
21 H -5.1815 10.9223 2.5891
22 H -4.6007 -5.0022 7.3114
23 C 2.4866 2.3495 -5.9978
24 C 4.2624 1.4653 -7.3549
25 H 5.0718 -0.0032 0.8078
26 H -1.5956 1.1769 4.9353
27 H -2.4307 -4.5551 4.1720
28 C 8.5606 -0.7477 -3.4947
29 I 1.3046 3.6751 2.0049
30 I -0.6270 -3.4166 -3.2610
31 H -0.8497 -4.7104 8.8519
32 C -5.6573 -5.1280 7.1116
33 H -1.7143 -10.5697 -3.8099
34 C -0.1799 -8.5738 -1.5459
35 C 8.7443 -2.8988 -4.5525
36 H 3.7899 -1.0026 0.9616
37 C -0.9141 8.1410 -1.7563
38 C -0.6765 -9.7310 -2.1301
39 H 1.0081 -0.5639 -4.6290
40 H 5.4732 2.7378 -4.4576
41 C -0.3685 -1.2998 -3.1578
42 H 3.3014 -0.1087 -1.7400
43 C -1.8071 -5.7893 7.2644
44 H 6.3181 -1.0418 -6.0138
45 C -6.5890 -4.9236 8.1203
46 H 3.9172 1.8631 0.7585
47 C -3.2722 8.4566 1.2724
48 C -2.2488 -5.7464 5.9485
49 H 0.7259 7.0005 -0.9758
50 H 0.5195 4.0208 -1.0382
51 H 1.7563 -1.6529 -3.4846
52 H 0.6274 1.0233 -2.5675
53 H 0.3249 -8.6235 -0.5896
54 C 1.4948 0.3915 -2.7841
55 H -0.5101 -1.1718 1.5169
56 H 6.2366 1.6260 -6.5317
57 C -2.4110 8.2475 2.3410
58 H -1.6338 7.4965 2.2708
59 H 2.1758 0.9648 -3.4082
60 C -1.2005 -0.9435 2.3210
61 H -1.8762 8.8375 4.3328
62 H 9.2146 -3.8712 -4.6238
63 N 4.1319 -0.1795 0.4836
64 C -8.3662 -5.4452 6.5868
65 C -2.0848 -4.5909 5.1978
66 C -1.7622 8.3473 -2.8360
67 C 9.1630 -1.9949 -3.5857
68 H -1.9808 -8.3956 -4.9545
69 C -1.4834 -3.4752 5.7628
70 H -1.0928 -6.3390 -3.9183
71 H -0.8055 2.8610 -1.3253
72 H -1.0208 8.7402 -0.8606
73 C -2.9671 -0.3816 4.3908
74 C 0.1317 2.5876 0.5698
75 C 2.9123 1.7262 -7.1632
76 H -3.6472 10.5529 4.4894
77 C -0.3303 -7.3522 -2.1876
78 C 0.0699 7.1648 -1.8220
79 C 3.4069 2.7140 -5.0226
80 C -2.3580 -1.6966 2.4694
81 H -1.0364 4.2219 -0.2267
82 H -0.5574 -10.6837 -1.6299
83 C 0.7703 1.2665 0.1556
84 H 0.0695 0.8203 -0.5585
85 H 7.3969 -3.2610 -6.1818
86 C -3.5427 9.9638 3.5872
87 C 5.1835 1.8309 -6.3826
88 N 1.3559 -2.0961 -0.3194
89 H 8.8890 -0.0412 -2.7429
90 C -1.8114 0.3722 4.2441
91 H 0.0559 -6.4488 -1.7320
92 H -6.2587 -4.6416 9.1120
93 C 2.2065 1.2138 -0.4297
94 H -2.7293 -6.6133 5.5119
95 H -2.5314 9.1074 -2.7825
96 C 3.2820 0.9795 0.7100
97 C -1.6220 7.5789 -3.9837
98 C 2.2557 0.0651 -1.4847
99 C 1.0329 -0.8404 -3.5727
100 H -7.7651 -5.9338 4.5864
101 H -0.5262 6.0056 -4.9460
102 H -3.6527 -0.1711 5.2015
103 C -2.5466 9.0011 3.4988
104 H -2.2817 7.7397 -4.8268
105 H -0.6102 -1.0255 -2.1330
106 H -8.6695 -4.9210 8.6444
107 H 2.1931 1.4423 -7.9210
108 C 2.5726 2.4515 -1.1428
109 H -4.1327 -2.0132 3.6320
110 H 3.0789 3.1800 -4.1017
111 C 7.5383 -0.4059 -4.3694
112 H 0.9769 5.6308 -3.0194
113 H -0.7516 2.3180 1.1486
114 H 4.5965 0.9776 -8.2618
115 H 1.4324 2.5539 -5.8494
116 C 7.1186 -1.3099 -5.3352
117 C 0.2093 6.3940 -2.9686
118 C -3.2377 -1.4168 3.5054
119 H -9.4221 -5.5689 6.3823
120 C 7.7229 -2.5561 -5.4277
121 C 4.7563 2.4555 -5.2189
122 C 1.7674 -1.1587 -0.8350
123 C -0.6360 6.6034 -4.0498
124 C -7.4352 -5.6495 5.5776
125 H -0.5657 -2.6491 7.5161
126 H -1.1287 -0.9002 -3.8235
127 C -4.4043 10.1720 2.5190
128 H -3.1639 7.8693 0.3689
129 H -5.3533 -5.6440 5.0536

[6]
A cluster of 2 separate species, C8H12BrClN2O in total at a distorted geometry. Source: the Open Molecules 2025 dataset; level of theory: ωB97M-V/def2-TZVPD.

LUMO level   -0.019 Ha
E_tot   -3530.76317 Eh
Highest occupied orbital energy   -0.3270 Ha

CARTESIAN COORDINATES (ANGSTROEM)
1 C 0.2383 0.7763 -1.6830
2 N 1.5224 -1.2460 -0.6624
3 C -2.0279 -0.6059 -0.3165
4 H 2.1876 1.0229 0.6602
5 H 0.5038 -2.7501 -0.1441
6 H 0.5790 0.6806 2.0908
7 C 0.8294 -0.3237 -1.2108
8 C 1.1213 -2.6133 -0.9767
9 H 0.4741 -2.6862 -1.9305
10 O 2.4331 -1.0567 0.1865
11 Cl -2.1259 -2.8639 1.1564
12 H -2.7549 -0.7181 1.5754
13 H 1.9302 -3.2534 -1.1627
14 Br -3.5220 1.8125 -0.1495
15 C -2.3193 -1.2328 0.8100
16 C 0.9535 1.7085 2.1527
17 N 1.8967 1.9850 1.0805
18 C -1.9375 0.8262 -0.5395
19 H -1.1319 2.4322 -1.4364
20 H 0.0500 2.3531 2.0699
21 H 1.4618 1.8409 3.0833
22 H -1.4969 -1.0955 -1.0906
23 C -0.9923 1.3782 -1.3273
24 H 1.4061 2.2726 0.3003
25 H 0.7214 1.3564 -2.5358

> Look up the E_tot of the fourth one.

-478.44427 Eh

> Which value of LUMO level does entry 6 give?

-0.019 Ha

> Which formula does entry 2 have?

C5H6Br2O